# C17H20O6

C17H20O6 in the gas phase in a non-equilibrium geometry (wB97M-V/def2-TZVPD, the OMol25 dataset).

Last column: natural (NBO) charge in e.
Atoms and positions in Å:
C1 3.4674 -2.1155 -1.9776  -0.288
C2 2.1176 -1.7998 -1.8944  -0.130
C3 1.0622 -2.7201 -2.2060  0.731
O1 1.2399 -3.9358 -2.3740  -0.567
O2 -0.1354 -2.0889 -2.2298  -0.466
C4 0.0935 -0.6617 -2.0280  0.122
C5 1.5357 -0.4417 -1.5139  -0.275
C6 1.8380 -0.1355 -0.0245  -0.393
C7 1.5525 1.3002 0.4270  -0.403
C8 0.0997 1.8231 0.4871  -0.244
C9 -0.6148 1.5936 1.8740  -0.078
O3 -0.2857 0.3449 2.4872  -0.521
C10 -0.7726 0.1166 3.7271  0.793
C11 -0.4449 -1.2245 4.2598  -0.719
O4 -1.2991 0.9468 4.4683  -0.593
C12 -0.7266 1.4505 -0.7513  0.245
O5 -0.0442 2.1400 -1.8161  -0.727
C13 -2.1308 2.1003 -0.7637  -0.117
C14 -2.9801 1.3426 -1.5450  -0.312
C15 -2.3212 0.1441 -1.9426  0.532
O6 -2.7452 -0.5023 -2.8973  -0.519
C16 -1.0231 -0.0364 -1.1639  -0.176
C17 -1.4375 -0.9360 0.0591  -0.619
H1 4.2449 -1.3806 -1.7350  0.202
H2 3.7421 -3.1561 -2.2152  0.231
H3 0.0708 -0.1616 -3.0012  0.198
H4 1.9888 0.3564 -2.0736  0.233
H5 2.8699 -0.3212 0.1685  0.220
H6 1.3119 -0.8550 0.6192  0.208
H7 2.1121 1.9659 -0.2454  0.216
H8 2.0220 1.4216 1.3997  0.219
H9 0.2238 2.9490 0.4171  0.239
H10 -1.6957 1.6525 1.8064  0.197
H11 -0.2632 2.4317 2.4965  0.206
H12 -0.3467 -1.1795 5.3137  0.243
H13 0.5233 -1.5365 3.8677  0.230
H14 -1.2225 -1.9866 4.0979  0.246
H15 -0.5766 2.0394 -2.6343  0.476
H16 -2.4443 3.0235 -0.2574  0.228
H17 -4.0044 1.6257 -1.7842  0.242
H18 -0.5954 -1.2656 0.6372  0.226
H19 -1.9025 -1.9164 -0.2793  0.247
H20 -2.1036 -0.4107 0.7401  0.217

Computed properties:
multiplicity	1
SMILES	C=C1C(=O)O[C@@H]2[C@H]1CC[C@H](COC(C)=O)[C@]1(O)C=CC(=O)[C@@]21C

# C17H21AsIN2O2PtS

A molecular structure, C17H21AsIN2O2PtS (wB97M-V/def2-TZVPD, the OMol25 dataset).

Last column: Mulliken spin population.
Atoms and positions in Å:
Pt1 -0.8068 -0.3917 -0.5919  1.391
C1 2.9185 0.3969 -3.1728  -0.003
C2 2.5387 -1.0274 -2.9016  0.014
N1 2.9931 -1.9830 -3.6725  -0.007
C3 2.6558 -3.2731 -3.4127  0.028
C4 1.8752 -3.6522 -2.3623  -0.014
C5 1.5858 -5.1086 -2.1269  -0.001
O1 0.1923 -5.3834 -1.9852  0.001
C6 1.3490 -2.6382 -1.5232  -0.007
C7 0.5678 -3.0124 -0.3851  -0.004
N2 -0.1037 -2.2012 0.3662  0.152
C8 -0.7404 -2.6360 1.5674  -0.020
C9 -0.7485 -3.9602 2.0125  0.007
C10 -1.3828 -4.3232 3.1875  0.000
C11 -2.0220 -3.3734 3.9723  0.001
C12 -2.0034 -2.0479 3.5743  -0.007
C13 -1.3643 -1.7078 2.3939  0.029
I1 -1.2741 0.3371 1.9143  0.062
C14 1.6687 -1.2964 -1.7921  0.004
O2 1.2612 -0.2866 -1.0669  0.219
H1 3.5178 0.4441 -4.0784  0.000
H2 3.4879 0.8081 -2.3373  0.001
H3 2.0287 1.0197 -3.2816  0.002
H4 3.0540 -4.0127 -4.0979  0.001
H5 2.0513 -5.4509 -1.2016  0.000
H6 2.0247 -5.6910 -2.9380  0.000
H7 -0.2219 -5.2784 -2.8475  0.000
H8 0.5807 -4.0682 -0.1287  0.017
H9 -0.2558 -4.7295 1.4341  0.001
H10 -1.3708 -5.3611 3.4920  0.000
H11 -2.5198 -3.6534 4.8915  0.000
H12 -2.4766 -1.2877 4.1824  -0.006
C15 -4.2304 0.5466 -3.9604  0.005
As1 -3.5230 -0.7732 -2.7652  0.001
C16 -4.3171 -0.4585 -1.0552  0.019
C17 -4.1773 -2.4724 -3.3607  0.003
S1 -1.3787 -0.7451 -2.8520  0.127
H13 -5.2801 0.3335 -4.1546  0.000
H14 -3.6613 0.5091 -4.8847  0.002
H15 -4.1238 1.5291 -3.5085  -0.001
H16 -5.3978 -0.5091 -1.1865  0.004
H17 -4.0286 0.5250 -0.6959  -0.009
H18 -3.9881 -1.2228 -0.3557  -0.013
H19 -5.2407 -2.3950 -3.5815  0.000
H20 -4.0092 -3.2121 -2.5824  0.000
H21 -3.6283 -2.7519 -4.2553  0.000

Computed properties:
total charge	+1
multiplicity	3
⟨S²⟩	2.01

We obtain energy relative to the best compared isomer or geometry (same formula, charge and spin) values of 206.6; 17.9 kJ/mol for the records listed above, in that order.